Here is 2 unconnected molecules or ions with the total composition C5H13N at a distorted geometry from OMol25. Energies are from the ωB97M-V functional and the def2-TZVPD basis.

Calculated values
total energy	-252.94789	Ha
orbital gap	0.3283	Eh
LUMO level	0.99	eV
SMILES	C=CN.CCC
relative energy (zero: lowest compared OMol25 entry of this formula, charge and spin)	302.4	kJ/mol

XYZ file:
```
19
C5H13N | OMol25 | the ωB97M-V functional and the def2-TZVPD basis
C 1.4745 0.8231 1.0185
C 1.1784 1.7784 -0.1352
C 2.0726 1.1378 -1.3817
H 2.3263 0.1197 0.7380
H 2.0251 1.2392 1.9257
H 0.5089 0.2124 1.2379
H 0.1546 1.9765 -0.4643
H 1.6380 2.8130 0.0100
H 1.3638 0.3842 -1.8046
H 3.0490 0.7274 -1.0141
H 2.3720 1.7700 -2.2162
C -2.2251 -2.9577 0.3075
C -1.8217 -1.5582 0.1517
N -2.4899 -0.4415 0.5392
H -3.0557 -3.0824 1.0867
H -1.8289 -3.6379 -0.5308
H -1.1684 -1.2880 -0.7339
H -3.4270 -0.5016 0.7562
H -2.1464 0.4857 0.5094
```

Here is a molecular structure, C19H24N3O4PS4Tc at a distorted geometry from OMol25. Energies are from the ωB97M-V functional and the def2-TZVPD basis.

Calculated values
2S+1	2
total energy	-3218.10525	Ha
orbital gap (spin up / spin down)	0.2156 / 0.2161	Eh
LUMO level (spin up / spin down)	-8.24 / -8.26	eV
net charge	+2

XYZ file:
```
56
C19H24N3O4PS4Tc | OMol25 | the ωB97M-V functional and the def2-TZVPD basis
Tc -0.1031 0.1627 -0.0628
O -3.1505 6.3128 -0.3945
C -2.5900 5.2751 -0.3835
S -3.0293 3.8985 -1.4577
C -1.8753 2.7957 -0.8178
C -1.0676 3.2445 0.2440
S 0.1137 2.2433 0.9516
S -1.3046 4.8541 0.8044
S -1.7170 1.2338 -1.4464
O -1.5899 -0.5635 1.3181
C -1.7223 -2.0077 1.2903
C -1.7049 -2.4123 -0.1542
C -2.4686 -3.4598 -0.6300
C -2.4105 -3.7744 -1.9786
C -1.6137 -3.0037 -2.8108
C -0.8931 -1.9616 -2.2648
N -0.9070 -1.6799 -0.9527
H -1.8204 -0.1953 2.1795
H -2.6514 -2.2972 1.7756
H -0.8800 -2.4562 1.8222
H -3.1058 -4.0149 0.0453
H -2.9976 -4.5911 -2.3767
H -1.5632 -3.1919 -3.8738
H -0.2908 -1.3159 -2.8901
C 1.1326 -0.8223 3.1743
P 1.6911 -0.6627 1.4485
C 3.0333 0.5578 1.5656
C 2.5773 -2.2218 1.1399
H 1.9976 -0.9425 3.8276
H 0.4905 -1.6934 3.3057
H 0.5944 0.0750 3.4826
H 3.8705 0.1272 2.1161
H 2.6929 1.4517 2.0873
H 3.3797 0.8436 0.5716
H 3.2294 -2.4410 1.9864
H 3.2030 -2.1391 0.2504
H 1.8808 -3.0515 1.0086
O 3.7052 -4.5654 -5.1763
C 4.1637 -4.0982 -3.9452
N 3.4683 -2.8471 -3.6159
C 4.0636 -1.8174 -2.9833
O 5.2019 -1.8119 -2.5646
C 3.1975 -0.6004 -2.7461
C 3.5531 0.6440 -3.2575
C 2.7905 1.7486 -2.9184
C 1.7361 1.5970 -2.0398
N 1.4124 0.4050 -1.5087
C 2.1248 -0.6773 -1.8864
H 4.2546 -4.2242 -5.8897
H 5.2336 -3.8964 -3.9153
H 3.9216 -4.8555 -3.2017
H 2.5524 -2.7364 -4.0209
H 4.4183 0.7376 -3.9019
H 3.0178 2.7303 -3.3088
H 1.1399 2.4421 -1.7273
H 1.8347 -1.6223 -1.4461
```

Here is a single C5H7NO molecule from OMol25. Energies are from the ωB97M-V functional and the def2-TZVPD basis.

Calculated values
total energy	-324.54694	Ha
orbital gap	0.3905	Eh
LUMO level	1.09	eV
relative energy (zero: lowest compared OMol25 entry of this formula, charge and spin)	466.1	kJ/mol

XYZ file:
```
14
C5H7NO | OMol25 | the ωB97M-V functional and the def2-TZVPD basis
C -1.5927 -0.8964 -0.0603
N -1.7958 0.5428 -0.1909
C -0.4626 0.0664 -0.0580
C 0.7415 0.1569 0.9042
C 1.6621 -0.3158 -0.2539
C 0.7048 0.7356 -0.7964
O 0.9542 1.5293 0.4375
H -1.7768 -1.2999 0.9445
H -1.9420 -1.5200 -0.8831
H -2.2769 1.0609 0.5282
H 0.8558 -0.0769 1.9670
H 1.5950 -1.3314 -0.6530
H 2.6791 0.0605 -0.1464
H 0.6543 1.2880 -1.7393
```

Look up the total energy of the first one. -252.94789 Ha